Entry 1:
Here is a 9-piece molecular cluster, C31H57N3O18 overall from OMol25. Energies are from ωB97M-V/def2-TZVPD.

Summary:
- frontier orbital gap (eV) = 10.6
- energy above the lowest of the compared OMol25 structures with the same formula, charge and spin (eV) = 0.9551
- SMILES = C[C@H]1COC(=O)O1.COC(=O)OC.COC(=O)OC.COC(=O)OC.COC(=O)OC.COC(=O)OC.CCCC#N.CCCC#N.CCCC#N

The geometry in ORCA input format:
```
! RIJCOSX wB97M-V def2-TZVPD def2/J DEFGRID3
* xyz 0 1
H -13.33869 -12.66386 -8.68442
H -14.30499 -12.82239 -4.92042
C -13.51772 -11.40662 -11.35379
H -10.92241 -14.42249 -3.68794
O -9.32206 -11.08211 -2.31553
H -16.91142 -10.96323 -5.50477
C -13.41227 -16.39292 -4.20790
C -8.55258 -17.14847 -9.72835
C -15.29355 -12.20070 -7.11870
H -10.75714 -13.32260 -2.19332
H -8.67694 -14.63982 0.24668
H -10.99639 -12.60973 -3.83449
H -7.34854 -11.52306 -0.26111
O -13.81257 -10.36423 -11.91983
H -17.00322 -9.57146 -4.44128
H -15.79796 -13.35561 -9.51770
H -17.41999 -12.60750 -9.00732
C -10.56220 -13.44061 -3.28329
C -9.20014 -16.26508 -4.88563
O -8.76849 -19.31027 -3.11001
H -5.80634 -11.78172 -1.36015
O -14.49170 -11.32589 -6.36943
H -8.66459 -15.32072 -4.54019
C -16.37548 -12.41071 -9.31242
H -11.74858 -12.85484 -9.36373
O -10.72308 -15.02439 0.36824
H -8.24988 -21.03726 -2.26393
H -16.00590 -10.43116 1.84950
H -7.04851 -10.59695 -1.76057
C -11.69601 -15.64609 -0.33022
H -15.94820 -11.01832 -3.19864
C -15.09124 -11.68209 0.29119
H -13.22043 -12.83966 0.33471
C -13.70994 -12.05701 -5.43807
H -16.49554 -11.78634 -10.22947
H -14.51427 -14.75079 -4.87322
C -8.68097 -12.26228 -2.63175
O -9.12758 -13.27948 -3.39267
C -13.76285 -12.70313 -1.55233
H -10.79166 -17.89944 -7.40325
H -12.49148 -15.31851 -11.94355
O -7.31925 -17.54821 -10.03809
O -12.82393 -11.40919 -10.23179
O -7.45662 -12.55489 -2.08140
C -6.89065 -11.58124 -1.30384
C -9.39030 -15.30509 -0.11631
O -13.85149 -12.72348 -11.69449
H -12.04852 -17.34413 -5.52185
C -8.86108 -20.74941 -3.09787
H -8.93265 -16.64407 -5.95513
H -11.09517 -17.17088 -8.86604
H -8.41369 -21.12124 -4.05318
H -11.77942 -15.26720 -10.43873
H -15.45319 -16.28828 -4.50820
C -12.80669 -12.67804 -9.61508
O -10.17056 -18.94428 -4.92127
H -13.64133 -17.42322 -6.09939
C -13.68509 -12.12230 -0.21110
O -15.36671 -13.60149 -6.92752
H -16.30543 -13.26047 -4.09111
H -14.31108 -10.12261 1.61658
H -10.21163 -16.04144 -4.78807
H -15.02332 -15.35853 -3.22096
N -13.71300 -13.24709 -2.56562
O -8.85373 -17.28678 -3.94745
H -13.59465 -17.44160 -3.85775
O -9.14034 -15.99427 -10.29108
O -12.85095 -15.64039 0.21823
H -10.27523 -16.32347 -7.83307
H -17.44541 -10.98569 -2.41415
H -14.11877 -14.18305 -10.18042
O -11.35938 -16.32607 -1.48423
C -12.93741 -16.76097 -5.59328
H -6.58570 -15.78653 -10.71754
C -17.36736 -10.54596 -4.60616
H -14.16335 -15.83779 -1.31208
C -13.86372 -16.35254 -0.36366
H -9.03582 -16.26351 0.24071
H -12.97312 -12.63438 -5.95027
H -18.43437 -10.45132 -4.74249
H -15.73870 -11.11720 -0.42813
C -12.74740 -15.66282 -6.59063
H -12.79918 -15.96585 -3.50149
H -13.22129 -11.48731 -4.58923
O -15.92146 -11.65170 -8.20971
H -15.80936 -12.47576 0.47483
N -12.56267 -14.85645 -7.41462
C -10.33276 -17.34441 -8.18639
H -9.81402 -21.06292 -2.95546
C -9.31878 -18.55051 -3.97607
C -14.65432 -15.61634 -4.14797
C -17.03668 -12.83669 -3.50449
C -12.18805 -14.58679 -11.18792
C -15.06202 -10.93289 1.64303
H -7.27375 -16.83803 -11.93147
H -11.42378 -13.86678 -11.38301
H -13.05864 -11.29238 -0.46461
C -16.90981 -13.54042 -2.24817
H -5.77417 -17.40251 -11.23780
N -16.83863 -14.14709 -1.25561
C -13.33366 -13.60983 -10.69068
C -6.67160 -16.80563 -11.07021
H -14.81679 -11.55953 2.46059
O -9.16458 -17.82466 -8.75303
H -17.96357 -13.10821 -3.95363
H -9.13366 -15.33677 -1.09225
C -16.96705 -11.29107 -3.31164
H -14.76793 -16.47492 0.25929
H -13.52324 -17.36216 -0.68742
*
```

Entry 2:
Here is a 2-piece molecular cluster, C4H10O2S overall from OMol25. Energies are from ωB97M-V/def2-TZVPD.

Summary:
- frontier orbital gap (eV) = 10.0
- energy above the lowest of the compared OMol25 structures with the same formula, charge and spin (eV) = 3.2326
- SMILES = O=CCCCS.O

The geometry in ORCA input format:
```
! RIJCOSX wB97M-V def2-TZVPD def2/J DEFGRID3
* xyz 0 1
C -0.11793 1.08056 -0.12061
H -1.28530 1.15912 -0.37928
C -0.09180 3.55719 -0.86506
H 0.10274 1.54848 0.79779
O -0.73978 4.40111 -1.59618
H -0.04420 1.63482 -2.17263
H -0.16372 -0.77465 -1.02427
H -0.25463 -5.59165 0.25100
O 0.16834 -6.11767 1.04043
H 0.77876 -6.74696 0.53402
C 0.43881 2.01584 -1.25867
H 0.01714 3.79925 0.22148
S -0.12424 -1.27462 1.29895
H 1.49314 2.40643 -1.24287
H 1.45629 -0.33801 -0.54377
C 0.46068 -0.38869 -0.27303
H 0.32055 -0.55981 2.32554
*
```

Entry 3:
Here is a 2-piece molecular cluster, C2H6N2O overall from OMol25. Energies are from ωB97M-V/def2-TZVPD.

Summary:
- frontier orbital gap (eV) = 10.7
- energy above the lowest of the compared OMol25 structures with the same formula, charge and spin (eV) = 2.6413
- SMILES = NC=O.C=N

The geometry in ORCA input format:
```
! RIJCOSX wB97M-V def2-TZVPD def2/J DEFGRID3
* xyz 0 1
H -2.99929 -1.10933 0.78312
H 2.33649 2.07074 -4.05219
N -1.47885 -0.11558 1.75248
H -1.16233 0.25994 0.97398
H 4.10802 0.94370 -2.04353
N 2.85918 1.97918 -3.27203
C -2.43177 -1.14180 1.73344
O -2.55203 -1.72285 2.79265
H 3.36855 -0.21232 -3.17510
C 3.45317 0.91592 -2.87652
H -1.02587 0.14009 2.66782
*
```

Entry 4:
Here is a 4-piece molecular cluster, H8O4 overall from OMol25. Energies are from ωB97M-V/def2-TZVPD.

Summary:
- frontier orbital gap (eV) = 11.2
- energy above the lowest of the compared OMol25 structures with the same formula, charge and spin (eV) = 1.0955
- SMILES = O.O.O.O

The geometry in ORCA input format:
```
! RIJCOSX wB97M-V def2-TZVPD def2/J DEFGRID3
* xyz 0 1
H -2.37195 2.05187 -1.04123
O 0.66623 -2.85496 -1.11050
H 1.76424 0.31366 1.90613
H -1.84291 3.03025 0.00235
H 0.73004 -2.12188 -1.73147
O 0.92852 -0.14379 2.05382
O 0.06653 0.04851 -0.79781
O -2.11028 2.11236 -0.11521
H 1.47797 -3.36104 -1.20674
H 0.82327 -0.14065 3.01061
H -0.64081 0.68390 -0.96067
H 0.50915 0.38178 -0.00927
*
```

Among the records above, which one has the lowest energy above the lowest of the compared OMol25 structures with the same formula, charge and spin?
C31H57N3O18